(1)
Molecular formula: C19H47BFN8O21S
Method: DFT, ωB97M-V/def2-TZVPD

Element x y z (Å)
C 4.7596 -1.6396 2.3748
C 4.9472 -0.3178 1.3699
C 3.7231 -0.4768 0.2418
C 3.6641 0.8120 -0.7711
C 2.5514 1.9498 -0.3756
C 0.9907 1.5097 -0.6129
F 0.4974 1.5664 -2.0216
O 0.5120 0.1886 -0.1790
B -0.7982 0.2196 0.5066
C -2.0262 -0.7452 -0.0080
C -3.4470 -0.1529 0.6364
C -4.6820 -1.2668 0.5641
O -3.2869 0.1612 2.0804
O -1.2748 1.6297 0.2979
C -0.0205 2.4471 0.2725
S 0.2932 2.7331 2.0949
C -1.3004 2.6668 3.1426
O 1.2983 1.7604 2.7551
O 0.8978 4.1695 2.2561
H 4.7362 -2.6475 1.7630
H 3.7781 -1.5431 3.0312
H 5.6903 -1.6759 3.0859
H 6.0107 -0.2738 0.8762
H 4.6750 0.6311 2.0080
H 2.7484 -0.6647 0.8634
H 3.9463 -1.4377 -0.4300
H 4.7276 1.3479 -0.6847
H 3.5945 0.4155 -1.8726
H 2.8071 2.3259 0.7032
H 2.7560 2.8781 -1.0977
H -0.6474 -0.0139 1.6712
H -1.8284 -1.8580 0.3376
H -2.0176 -0.6997 -1.1917
H -3.7496 0.8104 0.0178
H -4.2588 -2.3049 0.9056
H -5.5135 -0.9412 1.3435
H -5.0618 -1.2842 -0.5426
H -3.6443 1.1066 2.1897
H -0.1461 3.3978 -0.4369
H -1.2249 3.3666 4.0803
H -2.1671 2.9791 2.3926
H -1.4257 1.5654 3.5225
C 1.4373 3.2549 -4.4002
N 2.9147 3.4160 -4.4730
O 3.3680 4.0542 -5.4301
O 3.5776 2.8973 -3.5671
H 0.9844 3.7589 -5.2565
H 1.2210 2.1849 -4.4236
H 1.1023 3.7076 -3.4647
C 4.1675 -2.6395 -4.1705
N 4.8933 -2.3340 -2.9082
O 5.1141 -3.2772 -2.1397
O 5.2210 -1.1559 -2.7244
H 3.9432 -3.7079 -4.1994
H 3.2472 -2.0520 -4.1720
H 4.8189 -2.3598 -5.0010
C 8.1360 -2.4788 -1.9054
N 9.3872 -2.5343 -1.1023
O 9.3115 -2.2052 0.0871
O 10.4102 -2.9068 -1.6887
H 7.3202 -2.1365 -1.2653
H 8.3021 -1.7783 -2.7263
H 7.9380 -3.4863 -2.2768
C -8.8083 -0.3171 2.6622
N -7.9093 -1.1239 1.7935
O -7.4778 -2.1860 2.2569
O -7.6623 -0.6682 0.6707
H -8.9376 -0.8353 3.6147
H -8.3350 0.6552 2.8132
H -9.7644 -0.2175 2.1445
C -5.1288 -3.9656 -2.3250
N -3.8456 -3.2696 -2.6121
O -3.8066 -2.0497 -2.4138
O -2.9135 -3.9676 -3.0284
H -5.8558 -3.2332 -1.9677
H -5.4696 -4.4253 -3.2549
H -4.9312 -4.7182 -1.5589
C -0.6428 -6.9619 -3.7173
N -1.3776 -7.9514 -2.8838
O -2.4159 -7.5675 -2.3329
O -0.8911 -9.0856 -2.8061
H -1.1816 -6.0123 -3.6955
H 0.3558 -6.8486 -3.2907
H -0.5980 -7.3565 -4.7344
C -7.3815 4.4144 3.3894
N -8.4822 3.7643 4.1508
O -9.2987 4.5058 4.7097
O -8.4954 2.5279 4.1659
H -7.4941 5.4982 3.4617
H -6.4380 4.0940 3.8359
H -7.4612 4.0868 2.3509
C 2.9712 5.7384 4.2193
N 4.2544 6.4344 3.9322
O 4.2934 7.6543 4.1304
O 5.1865 5.7364 3.5158
H 2.2442 6.4708 4.5765
H 2.6304 5.2787 3.2894
H 3.1688 4.9859 4.9854

Forces on the atoms, in the same order (eV/Å):
0.7371 0.4922 -0.0143
-2.0393 -1.1215 0.1002
0.9497 -0.1194 0.1069
0.6008 0.0024 0.3994
0.7265 -0.1482 -1.7738
-1.7641 -2.4749 3.0587
1.4681 0.9225 2.0123
2.7960 2.4447 -1.6349
-1.0230 -0.1335 0.1922
-0.5920 -0.2727 -0.4977
-0.2251 -1.3751 -1.1269
0.8047 0.9697 0.3569
-1.0115 2.0933 -1.2431
2.6241 2.7298 -0.1584
-3.0681 -1.2872 -3.2135
5.7553 1.9446 3.9279
-1.1358 -0.5177 -0.5427
-3.3644 2.0523 -2.3007
-2.4877 -3.3408 -0.9646
-0.0282 2.0777 1.1547
2.0615 -0.1591 -1.5229
-1.8071 -0.0768 -1.1619
-2.0842 -0.0194 1.0436
0.9065 -1.6897 -1.3125
1.6791 0.5524 -1.5046
-0.4897 1.9631 1.6416
-2.2527 -1.0677 -0.2947
-0.2164 1.0830 2.1309
-1.1479 -0.9451 -1.8724
-0.5984 -1.9634 1.4960
0.3466 0.0512 0.6976
-0.6719 2.0555 -0.7000
-0.5355 -0.2300 2.3158
0.6252 -1.9020 1.3957
-0.8181 1.9023 -0.7619
1.9120 -0.7289 -1.9343
0.4780 -0.1642 2.3017
0.9294 -2.2694 -0.2855
-0.0042 -1.3998 2.4477
0.3469 -1.0537 -2.2284
1.8033 -0.7099 1.8006
0.2640 2.0456 -1.1971
-0.2821 0.0886 -0.1989
0.9912 0.0231 0.1168
-0.2849 -0.8250 1.2444
-0.8130 0.8800 -1.5360
0.2811 -0.0708 0.1645
0.0453 0.2291 0.2874
0.0924 -0.3339 -0.0898
-0.1841 -0.2284 -0.1479
0.4484 0.3487 0.8341
-0.1547 1.3465 -0.8684
-0.2716 -1.9359 -0.2220
0.1127 0.2749 0.1382
0.2329 0.0179 -0.0116
-0.1542 0.0996 0.1816
-0.3327 0.1279 0.1459
0.7257 0.0594 0.7527
0.4014 -0.5508 -1.7524
-1.2022 0.4927 0.9275
0.2788 -0.1006 -0.1249
0.0437 -0.1961 0.1036
0.1207 0.2044 0.0148
-0.0180 0.0390 0.2797
0.4719 -0.6897 -0.5769
-0.5510 1.4128 -0.8868
-0.6055 -0.7823 1.5399
0.1229 0.0674 -0.2886
-0.1648 -0.1876 -0.1211
0.2397 0.0760 0.0080
-0.2925 0.0574 0.1654
0.7860 1.0864 -0.0346
0.1288 -2.1134 -0.7124
-1.0471 0.9366 0.4465
0.2946 -0.0953 -0.0573
0.1796 -0.0270 0.1844
0.0204 0.0654 -0.2351
-0.0458 0.3993 -0.1010
-0.7196 -0.5532 0.6878
1.5084 -0.8408 -0.7389
-0.7855 1.4799 -0.0190
0.0320 -0.2589 0.1065
-0.1610 -0.1459 -0.1273
0.0965 -0.0373 0.2405
0.1385 0.3041 -0.0874
-0.8800 -0.1861 0.6106
1.0877 -1.3431 -0.7452
-0.1609 1.7210 0.1047
-0.0779 -0.3195 0.0574
-0.1854 -0.0749 -0.1624
0.0904 -0.0739 0.2284
-0.2504 0.0541 0.0110
0.7888 0.2788 -0.1196
0.2844 -1.4586 -0.3541
-1.2102 1.2669 0.6173
0.2956 -0.0970 -0.1257
0.0215 -0.1452 0.1999
0.0236 0.0209 -0.2878

Output
Charge ... -1
Spin multiplicity ... 1

Atom charges from the Mulliken analysis, given in e for atoms 1 to 2: -0.938, -0.296

---

(2)
Molecular formula: C19H47BNO13
Method: DFT, ωB97M-V/def2-TZVPD

Element x y z (Å)
C -0.3980 0.9227 2.2311
C -0.4534 2.3325 1.5671
B -0.7077 2.1338 0.0472
O 0.3512 1.9617 -0.7879
O -2.0585 2.1394 -0.4512
C -2.6120 0.9624 -0.7857
O -3.5798 0.5232 -0.2730
C -1.9408 0.2272 -1.9143
C -2.0266 0.6783 -3.2298
C -1.3702 -0.0383 -4.2072
N -0.6623 -1.1354 -3.8743
C -0.5781 -1.6085 -2.6158
C 0.2365 -2.8410 -2.3718
C 1.3939 -2.5511 -1.3835
O 1.8425 -1.2005 -1.4162
C 2.6476 -0.9128 -2.4651
O 3.6229 -0.2571 -2.3799
C -1.2221 -0.9146 -1.5981
H -1.3823 0.6689 2.6063
H -0.0938 0.1942 1.4750
H 0.3294 0.9399 3.0270
H -1.2590 2.9582 1.9420
H 0.5033 2.8335 1.6464
H 0.1165 1.9735 -1.7220
H -2.5927 1.5688 -3.4428
H -1.3718 0.2540 -5.2435
H -0.1702 -1.6317 -4.6215
H -0.4107 -3.6120 -1.9624
H 0.6414 -3.2153 -3.3084
H 2.2079 -3.2536 -1.5321
H 1.0243 -2.7100 -0.3775
H 2.3171 -1.2866 -3.4480
H -1.1415 -1.2918 -0.5918
C -0.8711 -2.1025 -7.7658
O -0.0490 -1.5714 -6.7058
H -1.6464 -2.7149 -7.3149
H -1.3347 -1.2865 -8.3225
H -0.2744 -2.7178 -8.4370
H 0.6370 -1.0335 -7.1114
C 1.8016 -1.7820 4.4373
O 1.7049 -0.3802 4.2105
H 0.7906 -2.1819 4.4581
H 2.3630 -2.2730 3.6360
H 2.2861 -1.9928 5.3939
H 2.5977 -0.0252 4.1933
C -4.0203 -3.5008 -3.0149
O -3.8546 -2.1235 -3.3537
H -5.0842 -3.7144 -3.0246
H -3.5232 -4.1471 -3.7433
H -3.6295 -3.7061 -2.0139
H -2.9154 -1.9286 -3.3456
C -2.0286 0.3999 6.1018
O -2.5154 -0.1207 4.8623
H -1.1930 -0.2155 6.4217
H -1.6838 1.4272 5.9826
H -2.8113 0.3652 6.8640
H -3.2518 0.4314 4.5878
C 1.7155 3.9457 4.7512
O 1.7214 2.8657 3.8143
H 0.7692 3.9111 5.2871
H 2.5315 3.8392 5.4554
H 1.8003 4.9049 4.2333
H 2.5614 2.9015 3.3478
C 5.8981 4.4588 5.6286
O 4.6274 4.6745 5.0133
H 5.7286 3.8942 6.5413
H 6.5584 3.8857 4.9734
H 6.3747 5.4080 5.8818
H 4.7786 5.1760 4.2072
C -1.0748 3.8543 8.1890
O -0.5698 2.5226 8.1573
H -1.1362 4.2080 7.1626
H -2.0726 3.8853 8.6341
H -0.4085 4.5134 8.7508
H -0.5161 2.2109 9.0645
C -0.6096 -5.0237 -10.9168
O 0.2194 -4.4917 -9.8804
H -1.3756 -5.6329 -10.4457
H -1.0893 -4.2222 -11.4832
H -0.0274 -5.6474 -11.5972
H 0.8982 -3.9588 -10.3041

Forces on the atoms, in the same order (eV/Å):
-0.2714 0.9115 -0.5397
-0.2443 -0.3168 -1.0845
0.3004 0.6735 0.6933
-0.3226 -0.0501 -0.4397
0.3249 -0.5410 -0.2726
0.2060 0.7719 -0.1697
-0.8266 -0.5029 0.2768
0.2655 -0.1491 0.3900
0.2924 -0.3846 0.0359
-0.2114 0.4944 0.2761
-0.0269 -0.0055 0.1505
-0.0795 0.0943 0.3196
0.4160 0.3190 -0.1544
-0.8244 -0.1865 0.2343
0.2389 -0.2613 0.0196
-0.0006 0.0366 -0.4038
0.4624 0.5709 0.2482
0.1824 -0.3499 -0.8115
-0.0187 -0.2887 0.1687
0.1323 -0.3080 0.1793
-0.0185 -0.2388 0.2231
0.1090 0.0549 0.4773
0.0843 0.1560 0.3917
0.1064 -0.0312 -0.0299
-0.0293 0.0820 -0.2875
0.0595 -0.1802 -0.1597
-0.2028 0.1252 -0.3159
-0.0079 -0.1571 0.0718
-0.0903 -0.0434 -0.2048
0.1506 -0.0194 -0.1332
0.0687 0.1335 0.2191
-0.2318 -0.3829 0.0510
-0.0908 0.0853 0.1973
0.1643 0.1165 -0.0910
-0.0875 0.1036 0.3453
0.0272 0.0011 0.0731
-0.0606 -0.0391 0.0060
-0.1182 -0.0757 0.0300
0.0636 -0.0589 -0.0107
0.1171 0.2271 -0.0246
0.0883 -0.3219 0.0336
-0.0320 0.0325 0.0055
-0.0221 -0.0854 0.0319
-0.0328 -0.0963 -0.0015
-0.0498 0.1589 0.0667
0.1943 0.1392 -0.0017
-0.0887 -0.0313 -0.0820
-0.0261 0.0377 -0.0034
-0.0456 -0.0601 0.0259
-0.0529 -0.0613 0.0001
-0.1203 -0.1101 0.0231
-0.2404 0.1065 -0.2249
0.0706 -0.0835 0.0478
0.0272 -0.0188 -0.0636
0.0862 -0.0117 0.1107
0.0830 0.0262 0.0836
-0.0362 -0.0304 -0.0084
-0.1321 -0.2005 -0.1072
0.0487 0.0743 0.0030
-0.0433 -0.0606 -0.0779
0.0159 0.1250 0.1295
-0.0057 0.0514 0.1021
0.0407 -0.0075 0.0499
-0.0890 0.1011 -0.1819
0.2921 -0.0560 -0.0070
-0.0433 -0.0048 0.0045
0.0503 -0.0154 0.0630
0.0501 -0.0356 0.0523
-0.0412 0.0524 0.0207
0.0584 -0.1908 0.1561
-0.0491 0.1199 -0.0328
0.0084 -0.0242 -0.0256
-0.0138 0.0851 -0.0335
-0.0386 0.0748 -0.0387
0.0363 -0.0559 -0.0103
0.1561 0.1096 0.0092
-0.0832 0.0511 -0.0577
0.0122 -0.0041 0.0443
-0.0526 -0.0514 -0.0287
-0.0639 -0.0386 -0.0206
0.0762 -0.0759 -0.0008

Output
Charge ... +1
Spin multiplicity ... 1

Atom charges from the Mulliken analysis, given in e for atoms 1 to 2: -0.266, -0.153

---

(3)
Molecular formula: C19H47BNO16S5
Method: DFT, ωB97M-V/def2-TZVPD

Element x y z (Å)
C 0.3698 1.1643 2.1273
C -0.6954 0.9716 2.6528
C -2.0263 0.6983 3.1838
C -3.1081 1.5224 2.4768
B -4.4906 0.9707 2.4668
N -5.6962 1.7420 2.9313
O -4.7890 -0.3304 1.9483
H 1.0975 1.4439 1.4052
H -2.0004 0.9099 4.2588
H -2.1915 -0.3757 3.0621
H -3.0863 2.5236 2.9089
H -5.8989 1.4571 3.8805
H -6.5132 1.5018 2.3769
H -4.1285 -0.9629 2.2417
O -3.1055 -2.4972 4.4955
S -2.1498 -3.5412 4.3003
O -2.4842 -4.6611 3.4748
O -1.7031 -4.0756 5.7359
C -2.7576 -4.4369 6.6511
C -3.3868 -5.7768 6.3269
C -0.6070 -2.8703 3.7964
H -3.5003 -3.6383 6.6707
H -2.2727 -4.4639 7.6249
H -3.9351 -5.7408 5.3876
H -4.0796 -6.0560 7.1218
H -2.6206 -6.5466 6.2367
H -0.3549 -2.0422 4.4529
H -0.7333 -2.5139 2.7753
H 0.1436 -3.6553 3.8338
O 3.2911 -3.4811 1.6922
S 3.0434 -2.1842 1.1333
O 1.7588 -1.8844 0.5923
O 4.1615 -1.8829 0.0462
C 4.3585 -2.8379 -1.0207
C 3.3320 -2.7176 -2.1251
C 3.5035 -0.9336 2.2766
H 4.3930 -3.8439 -0.5992
H 5.3507 -2.6037 -1.4015
H 2.3392 -3.0184 -1.7925
H 3.6250 -3.3573 -2.9585
H 3.2731 -1.6920 -2.4772
H 4.4951 -1.1559 2.6604
H 2.7618 -0.9499 3.0722
H 3.4775 0.0260 1.7694
O 4.6105 -0.1204 -3.7420
S 4.4295 1.1699 -4.3358
O 3.2237 1.4497 -5.0477
O 5.6758 1.4670 -5.2746
C 6.0161 0.4601 -6.2566
C 5.0890 0.4692 -7.4541
C 4.7157 2.4303 -3.1490
H 6.0376 -0.5159 -5.7704
H 7.0334 0.7072 -6.5518
H 4.0831 0.1550 -7.1826
H 5.4703 -0.2136 -8.2137
H 5.0226 1.4705 -7.8784
H 5.6489 2.2224 -2.6342
H 3.8773 2.4004 -2.4555
H 4.7487 3.3877 -3.6608
O -2.9668 0.8756 -3.1733
S -2.0559 -0.2226 -3.0328
O -2.2400 -1.3762 -3.8637
O -1.9623 -0.6459 -1.5256
C -3.1844 -0.9002 -0.7731
C -3.8134 -2.2313 -1.1195
C -0.4030 0.3499 -3.1919
H -3.8772 -0.0731 -0.9170
H -2.8727 -0.8744 0.2659
H -4.2021 -2.2422 -2.1377
H -4.6359 -2.4181 -0.4294
H -3.0821 -3.0357 -1.0342
H -0.2676 1.2100 -2.5410
H -0.2567 0.6276 -4.2322
H 0.2709 -0.4567 -2.9190
O -1.7307 4.6430 1.3928
S -1.3444 4.1296 0.1185
O 0.0001 3.6645 -0.0861
O -1.6103 5.2983 -0.9601
C -1.0587 6.5861 -0.6580
C 0.4345 6.6691 -0.9148
C -2.4698 2.9435 -0.4775
H -1.2996 6.8470 0.3743
H -1.5956 7.2753 -1.3087
H 0.9885 6.0394 -0.2214
H 0.7723 7.7004 -0.7953
H 0.6645 6.3347 -1.9266
H -3.4797 3.3249 -0.3616
H -2.3487 2.0566 0.1560
H -2.2478 2.7384 -1.5230

Forces on the atoms, in the same order (eV/Å):
0.1372 0.1201 -0.4105
0.1142 -0.2645 -0.0932
0.1329 0.2154 -0.4709
-0.5353 -0.2390 1.3422
0.3998 0.3150 -0.3345
-0.0001 0.1110 -0.7663
-0.4530 -0.4843 0.3386
0.2129 0.0364 0.1692
-0.0390 -0.1712 0.1451
-0.0871 -0.1448 0.1188
0.0668 0.2260 -0.1556
-0.0338 0.1256 0.1188
-0.1098 -0.1346 0.1657
0.1575 -0.0236 -0.1566
-0.2246 0.0442 -0.0709
0.2149 0.0362 0.0307
-0.0427 -0.0332 -0.0898
0.1273 -0.0841 0.0027
-0.2135 -0.0178 0.2181
0.0419 0.0118 -0.1424
0.0312 0.0093 0.0123
0.0205 0.0233 -0.0770
0.0929 0.0140 -0.0287
-0.0097 0.0197 -0.0034
0.0170 0.0151 0.0365
0.0059 -0.0163 0.0462
-0.0277 0.0410 -0.0112
-0.0034 0.0219 -0.0113
-0.0035 -0.0263 -0.0286
-0.0429 -0.1043 0.0586
0.1338 0.1291 -0.0679
-0.1841 -0.1119 -0.0466
0.0583 0.1427 0.0150
0.1131 -0.2363 -0.2523
-0.2440 0.0214 0.1536
0.0315 -0.0049 0.0680
-0.0679 0.0378 0.0957
0.0188 0.0753 0.0493
0.0302 -0.0506 0.0552
0.0383 0.0106 -0.0105
0.0680 0.0359 -0.0750
0.0066 -0.0145 -0.0047
-0.0496 0.0303 -0.0232
-0.0457 0.0152 -0.0008
-0.0018 -0.0925 0.0250
0.0684 0.0762 -0.0031
-0.1507 -0.0175 -0.0221
0.0495 0.1013 -0.0253
0.1011 -0.2282 -0.1999
-0.1175 0.0706 0.0923
0.0210 0.0251 0.0540
-0.0553 0.0296 0.0671
0.0098 0.0920 0.0536
0.0016 -0.0167 0.0154
0.0458 0.0011 0.0002
0.0404 0.0014 -0.0347
0.0093 -0.0079 0.0067
-0.0176 -0.0172 -0.0078
-0.0199 0.0099 -0.0133
-0.1207 0.0748 -0.0883
0.1276 -0.0699 0.2106
-0.0232 -0.0217 -0.1078
0.0407 -0.0814 0.0082
-0.3405 -0.0593 0.2481
0.0962 -0.0029 -0.1910
0.0905 0.0811 -0.0464
0.0740 0.0661 -0.0522
0.1375 0.1404 -0.0348
-0.0134 0.0235 -0.0033
0.0154 0.0327 0.0532
-0.0095 -0.0148 0.0653
0.0071 -0.0021 0.0440
-0.0164 0.0140 -0.0474
0.0103 -0.0318 0.0340
0.1577 0.0976 0.1863
0.0600 -0.0078 -0.1269
0.0801 -0.0269 0.0558
-0.0545 -0.1010 -0.2035
0.0291 0.2381 0.0910
0.0266 -0.1133 0.0243
-0.0438 -0.0721 -0.2578
0.0042 -0.0654 0.0139
-0.0441 -0.0528 -0.0414
-0.0125 -0.0037 0.0151
-0.0374 0.0205 -0.0201
-0.0046 0.0366 -0.0275
-0.0170 -0.0062 0.0896
-0.0940 0.1232 0.1908
0.0363 0.0348 0.0021

Output
Charge ... -1
Spin multiplicity ... 1

Atom charges from the Mulliken analysis, given in e for atoms 1 to 2: 0.001, -0.764

---

no.,DFT total energy (eV),HOMO energy (eV)
1,-89586.431,-4.92
2,-49241.388,-11.37
3,-109566.188,-2.58